# 1
{
  "formula": "CH7O2S",
  "method": "wB97M-V/def2-TZVPD",
  "fmax_ha_per_bohr": 0.0241,
  "e_lumo_ev": 4.13,
  "relative_energy_kcal_mol": 4.53,
  "total_charge": -1,
  "e_homo_ha": -0.1093,
  "symbols": ["C", "S", "H", "H", "H", "H", "H", "O", "H", "H", "O"],
  "positions_angstrom": [[0.5679, 0.9295, 1.6940], [-0.9264, 0.6567, 0.6299], [1.3586, 1.4438, 1.1548], [0.2202, 1.4417, 2.5869], [0.9576, -0.0479, 1.9871], [0.1073, 0.3308, -2.7948], [0.7961, 0.7096, -1.5458], [0.9110, 0.7830, -2.5089], [-0.8546, -2.4615, -0.8559], [-1.4505, -1.4643, 0.0342], [-1.6873, -2.3214, -0.3812]]
}

# 2
{
  "formula": "CH8BrNSi2",
  "method": "wB97M-V/def2-TZVPD",
  "fmax_ha_per_bohr": 0.0766,
  "e_lumo_ev": [0.10, 0.10],
  "relative_energy_kcal_mol": 86.71,
  "e_homo_ha": [-0.2943, -0.2943],
  "symbols": ["C", "N", "Si", "Si", "Br", "H", "H", "H", "H", "H", "H", "H", "H"],
  "positions_angstrom": [[-0.8218, -0.9579, 0.3260], [-0.1336, 0.0864, -0.0496], [0.8452, -0.0920, -1.5405], [-0.0101, 1.3704, 1.0930], [-1.7260, -2.0659, -0.9119], [0.5926, -2.2034, 1.0652], [-1.4210, -0.6477, 1.1926], [1.7807, 1.2418, -1.4221], [1.1533, -1.5855, -1.3447], [-0.2881, -0.0302, -2.6216], [-0.0747, 0.4594, 2.2944], [1.2245, 2.0826, 0.7272], [-1.1212, 2.3419, 1.1921]]
}

# 3
{
  "formula": "CH8N2O",
  "method": "wB97M-V/def2-TZVPD",
  "fmax_ha_per_bohr": 0.1089,
  "e_lumo_ev": 1.01,
  "relative_energy_kcal_mol": 28.86,
  "e_homo_ha": -0.3342,
  "smiles": "NCN.O",
  "symbols": ["N", "C", "N", "H", "H", "H", "H", "H", "H", "O", "H", "H"],
  "positions_angstrom": [[1.5199, 1.6074, 0.2632], [0.3442, 0.8681, 0.3234], [0.1029, -0.1298, -0.8221], [1.4846, 2.3489, -0.3946], [1.8608, 1.8269, 1.1462], [-0.3517, 1.4997, 0.8025], [0.5891, 0.0232, 1.0835], [0.9463, -0.5729, -1.0305], [-0.2645, 0.2985, -1.7291], [-1.8585, -2.0429, 0.2005], [-1.1228, -1.8184, -0.2605], [-1.6988, -2.8147, 0.7498]]
}

# 4
{
  "formula": "CH8N2O3",
  "method": "wB97M-V/def2-TZVPD",
  "fmax_ha_per_bohr": 0.0775,
  "e_lumo_ev": 0.61,
  "relative_energy_kcal_mol": 171.45,
  "e_homo_ha": -0.3092,
  "smiles": "CNO.ONO",
  "symbols": ["C", "N", "O", "H", "H", "H", "H", "H", "O", "N", "O", "H", "H", "H"],
  "positions_angstrom": [[1.1299, 0.9397, -1.2700], [-0.1518, 0.4976, -0.7410], [-0.4322, -1.0694, -1.1417], [1.9202, 0.4843, -0.6786], [1.1998, 2.0242, -1.1915], [1.2618, 0.6421, -2.3144], [-0.9230, 0.9094, -1.2615], [0.1130, -1.5152, -0.4702], [0.2257, -1.0190, 1.8378], [-0.7078, 0.0665, 1.8181], [-1.9055, -0.4769, 1.4005], [0.3995, -1.1780, 2.7767], [-0.3413, 0.5610, 0.7326], [-1.7884, -0.8662, 0.5034]]
}

# 5
{
  "formula": "CH8N2S",
  "method": "wB97M-V/def2-TZVPD",
  "fmax_ha_per_bohr": 0.0194,
  "e_lumo_ev": [3.71, 3.62],
  "relative_energy_kcal_mol": 10.19,
  "total_charge": -1,
  "e_homo_ha": [0.0419, -0.1828],
  "multiplicity": 2,
  "symbols": ["S", "H", "H", "N", "C", "N", "H", "H", "H", "H", "H", "H"],
  "positions_angstrom": [[0.6210, -0.2380, 3.1919], [1.4574, -0.8200, 2.2337], [0.8633, -1.1068, 4.1995], [-0.5243, -0.3492, -2.2153], [-0.1431, -0.2188, -0.7977], [-0.3321, 1.0159, -0.1176], [-1.3845, 0.1573, -2.4005], [0.1921, -0.0962, -2.8798], [-0.6456, -1.0114, -0.2503], [0.9248, -0.4404, -0.7488], [0.1827, 1.8142, -0.4498], [-1.2116, 1.2934, 0.2347]]
}

# 6
{
  "formula": "CH8N2S2",
  "method": "wB97M-V/def2-TZVPD",
  "fmax_ha_per_bohr": 0.0131,
  "e_lumo_ev": 0.17,
  "relative_energy_kcal_mol": 11.19,
  "e_homo_ha": -0.3245,
  "smiles": "NCN.SS",
  "symbols": ["N", "C", "N", "H", "H", "H", "H", "H", "H", "S", "S", "H", "H"],
  "positions_angstrom": [[0.7272, 1.0592, 1.2543], [0.0022, -0.0683, 1.8419], [-1.1604, -0.4531, 1.0757], [1.6855, 1.1411, 1.5698], [0.6101, 1.1144, 0.2524], [-0.3469, 0.2098, 2.8311], [0.6212, -0.9752, 1.9448], [-0.9506, -0.5937, 0.0959], [-1.8919, 0.2413, 1.1752], [0.5207, 0.6104, -3.0809], [-0.0296, -1.3879, -3.1308], [-0.6858, 0.9711, -3.5348], [0.8985, -1.8691, -2.2947]]
}